{"formula": "C24H13BrF4N5O4Sn", "method": "the ωB97M-V functional and the def2-TZVPD basis", "species": ["Sn", "O", "C", "O", "C", "N", "C", "C", "C", "H", "H", "H", "H", "H", "H", "H", "H", "H", "F", "C", "C", "F", "C", "C", "C", "F", "C", "C", "C", "N", "C", "N", "F", "C", "C", "N", "C", "N", "Br", "C", "C", "C", "C", "C", "C", "C", "O", "O", "H", "H", "H", "H"], "coordinates": [[-2.548635, -2.158461, -2.192233], [-4.578926, -1.062215, -1.524195], [-4.163067, -1.207524, -0.366177], [-3.236724, -2.038995, -0.078806], [-4.675457, -0.322795, 0.746447], [-3.627852, -0.275990, 1.817139], [-4.351364, 0.041018, 3.080739], [-5.585751, -0.841991, 2.961500], [-5.961535, -0.783382, 1.466692], [-4.774552, 0.682731, 0.343361], [-2.867639, 0.347169, 1.498305], [-3.201833, -1.209051, 1.849731], [-4.597847, 1.101601, 3.057783], [-3.715343, -0.163602, 3.937610], [-6.390362, -0.505636, 3.610013], [-5.332847, -1.862462, 3.252821], [-6.754368, -0.063301, 1.280940], [-6.303053, -1.748364, 1.098246], [4.775848, -2.103205, -1.977706], [4.212986, -1.325232, -1.070321], [4.902787, -0.289522, -0.570051], [6.127740, -0.065434, -1.004298], [4.340772, 0.628170, 0.408713], [3.020820, 0.257919, 0.896156], [2.330162, -0.764520, 0.379819], [1.126910, -1.048201, 0.870825], [2.842142, -1.597602, -0.687835], [2.083732, -2.548419, -1.302991], [0.685210, -2.706984, -1.041020], [-0.451711, -2.810575, -0.907134], [2.541020, -3.419971, -2.345870], [2.813405, -4.172235, -3.169769], [2.490974, 0.956171, 1.884521], [4.973864, 1.760448, 0.806691], [6.264089, 2.165983, 0.328579], [7.275505, 2.570128, -0.034571], [4.385095, 2.716493, 1.701495], [3.959311, 3.534162, 2.385913], [3.169641, 0.413487, -3.935172], [2.072951, 1.180076, -2.599860], [2.515025, 2.286763, -1.889980], [1.721025, 2.802904, -0.873128], [0.506843, 2.209936, -0.562082], [0.059796, 1.121424, -1.302941], [0.838561, 0.611508, -2.335228], [-1.255835, 0.484493, -0.970463], [-1.782952, 0.700681, 0.117472], [-1.772540, -0.263632, -1.895867], [3.465550, 2.742104, -2.136956], [2.055368, 3.671274, -0.320030], [-0.107668, 2.591272, 0.241486], [0.480731, -0.218632, -2.928306]], "forces_ev_per_a": [[-0.20, 0.00, 0.14], [0.04, 0.00, 0.01], [-0.06, 0.05, -0.05], [0.01, -0.05, 0.03], [0.01, -0.02, 0.05], [-0.04, -0.06, -0.04], [0.01, 0.03, -0.02], [0.00, -0.02, 0.00], [0.01, -0.01, 0.01], [0.01, 0.00, 0.00], [0.00, 0.04, 0.05], [0.00, 0.00, -0.01], [0.00, 0.00, 0.01], [0.00, -0.01, 0.00], [0.00, 0.01, 0.00], [-0.01, 0.00, 0.00], [-0.01, -0.01, 0.00], [0.00, 0.00, 0.00], [-0.02, 0.01, 0.02], [0.01, -0.02, -0.01], [0.04, 0.01, -0.01], [-0.04, -0.01, 0.01], [0.00, -0.01, 0.00], [-0.02, 0.03, 0.01], [-0.02, 0.00, 0.00], [0.01, 0.01, 0.01], [0.00, 0.02, 0.00], [-0.02, -0.09, -0.09], [-0.01, 0.16, 0.14], [0.07, -0.06, -0.16], [0.04, -0.03, 0.05], [-0.02, 0.03, -0.02], [0.00, -0.01, -0.03], [0.01, 0.00, 0.02], [-0.02, 0.01, -0.05], [0.01, 0.00, 0.03], [0.02, -0.01, 0.02], [-0.01, 0.00, -0.01], [0.01, 0.00, -0.02], [-0.01, -0.01, 0.02], [0.02, -0.01, -0.01], [0.00, 0.00, 0.03], [0.00, -0.01, 0.01], [-0.02, -0.03, -0.05], [0.00, -0.01, -0.02], [-0.15, 0.00, 0.13], [-0.02, 0.04, -0.02], [0.34, 0.00, -0.17], [0.00, 0.01, 0.00], [0.01, 0.00, 0.00], [0.00, 0.00, 0.00], [0.00, 0.00, 0.00]], "mulliken_charge": [0.8844, -0.7375, 0.7694, -0.7798, 0.2533, -0.1226, -0.5704, -0.6279, -0.7483, 0.4220, 0.4203, 0.3774, 0.3479, 0.4055, 0.3651, 0.3276, 0.3589, 0.3241, -0.3239, -0.0801, 0.4133, -0.3137, 0.1177, 0.4780, 0.3175, -0.4899, 0.5788, 0.9155, 0.0820, -0.4981, -0.3118, -0.4335, -0.3661, 1.2303, -0.2057, -0.4139, -0.1605, -0.4628, -0.0751, -0.6079, -0.3588, -0.9737, -0.1578, 0.4624, -0.2719, 0.5095, -0.8744, -0.6341, 0.5563, 0.4945, 0.4354, 0.7532], "orbital_gap_ev": 6.23, "e_homo_ev": -12.011, "total_charge": 1, "max_force_ev_per_a": 0.4, "lumo_ev": -5.78}

=====

{"formula": "C24H14BrCrF2O8", "method": "the ωB97M-V functional and the def2-TZVPD basis", "species": ["Cr", "Br", "C", "C", "C", "O", "C", "C", "C", "O", "O", "O", "H", "H", "C", "C", "C", "O", "C", "C", "C", "O", "O", "O", "H", "H", "F", "C", "C", "C", "C", "C", "C", "H", "H", "H", "H", "H", "F", "C", "C", "C", "C", "C", "C", "H", "H", "H", "H", "H"], "coordinates": [[-18.450451, 2.376755, 13.597942], [-18.184379, 3.850907, 11.566249], [-14.811493, -0.953576, 10.999258], [-15.783142, 0.021288, 11.343428], [-16.027976, 0.270056, 12.856942], [-16.812150, 1.220576, 13.196801], [-15.433550, -0.569449, 13.772637], [-14.532115, -1.620096, 13.407051], [-14.197007, -1.817068, 11.914644], [-13.353800, -2.687149, 11.617027], [-14.037523, -2.382046, 14.240648], [-16.440862, 0.681578, 10.538378], [-14.593245, -1.060817, 9.941110], [-15.705122, -0.415312, 14.810519], [-21.272464, 3.319442, 16.517587], [-22.408850, 2.624841, 17.032004], [-22.813100, 1.303288, 16.338863], [-23.731934, 0.647212, 16.817653], [-22.070534, 0.896577, 15.194991], [-21.037232, 1.636672, 14.650063], [-20.633050, 2.943577, 15.355395], [-19.599705, 3.531151, 14.886859], [-20.384129, 1.382312, 13.598187], [-23.083421, 3.035032, 17.971473], [-20.884819, 4.180977, 17.051563], [-22.297558, -0.071333, 14.761034], [-16.874714, 3.748556, 15.220069], [-16.675228, 4.861908, 15.921663], [-16.233694, 5.990934, 15.259577], [-16.072754, 7.156786, 16.000236], [-16.256920, 7.166429, 17.382885], [-16.706525, 6.015990, 18.007390], [-16.965573, 4.863728, 17.271205], [-16.117943, 6.015587, 14.184650], [-15.761680, 8.077323, 15.520333], [-16.091636, 8.101543, 17.903375], [-16.936145, 5.997986, 19.066593], [-17.241933, 3.940196, 17.764383], [-18.098491, 1.332085, 15.575135], [-17.608450, 1.212893, 16.820503], [-18.503080, 1.192469, 17.868196], [-17.991675, 1.157361, 19.159982], [-16.631787, 0.987282, 19.388559], [-15.761450, 0.972649, 18.303567], [-16.243491, 1.138388, 17.009487], [-19.565945, 1.216509, 17.659538], [-18.708607, 1.199593, 19.972229], [-16.252652, 0.942208, 20.401902], [-14.694313, 0.843366, 18.433665], [-15.594024, 1.192633, 16.144783]], "forces_ev_per_a": [[0.36, 0.08, -0.85], [-0.05, 0.48, 0.06], [-0.19, 0.02, 0.04], [0.01, 0.05, 0.22], [-0.39, -0.07, -0.18], [-0.30, 0.11, 0.08], [-0.05, 0.35, -0.17], [-0.33, -0.13, 0.48], [0.49, 0.32, -0.44], [0.00, -0.23, 0.02], [0.14, -0.05, 0.07], [0.02, 0.05, -0.10], [0.01, -0.12, 0.01], [0.18, -0.29, 0.06], [0.10, 0.12, -0.10], [0.13, 0.52, -0.34], [0.42, -0.20, -0.34], [-0.49, -0.23, 0.29], [0.13, -0.30, -0.11], [-0.27, 0.74, -0.15], [0.52, -0.48, 0.47], [-0.17, -0.13, -0.36], [0.14, -0.50, 0.33], [-0.16, -0.03, 0.46], [-0.19, 0.09, 0.01], [-0.12, 0.07, -0.06], [0.35, -0.16, 0.03], [-0.32, 0.15, -0.16], [-0.27, 0.70, 0.01], [0.34, -0.17, 0.31], [-0.14, 0.16, -0.55], [-0.38, -0.17, 0.09], [0.75, -0.10, 0.32], [0.03, -0.33, -0.01], [-0.01, -0.09, -0.15], [-0.05, -0.12, 0.25], [0.16, 0.08, 0.02], [-0.29, 0.04, -0.12], [0.01, -0.52, 0.50], [0.02, 0.12, 0.18], [-0.02, 0.10, 0.04], [-0.37, -0.44, -0.04], [0.00, 0.41, -0.11], [-0.04, 0.10, -0.20], [0.10, -0.07, -0.13], [0.01, 0.20, 0.03], [0.16, -0.04, 0.11], [0.02, -0.11, 0.00], [-0.01, 0.06, 0.12], [0.01, -0.08, 0.05]], "mulliken_charge": [1.0070, -0.7808, -0.8894, 0.3723, 0.0929, -0.4270, -0.5441, 0.4596, 0.4555, -0.7936, -0.7545, -0.7218, 0.3391, 0.4326, -0.8833, 0.4795, 0.4875, -0.7426, -0.9348, 0.9902, 0.9128, -0.9460, -0.6430, -0.7334, 0.3523, 0.3258, 0.1495, 0.2171, -0.5652, -0.4046, -0.5427, -0.5466, 0.1018, 0.4184, 0.3481, 0.3417, 0.3555, 0.2022, 0.1643, 0.2040, -0.4662, -0.4173, -0.6265, -0.6936, -0.2375, 0.3147, 0.4147, 0.3496, 0.3627, 0.6431], "orbital_gap_ev": [4.79, 4.82], "e_homo_ev": [0.890, 0.864], "s_squared": 6.010, "total_charge": -3, "max_force_ev_per_a": 0.9, "spin_multiplicity": 5, "lumo_ev": [5.68, 5.68]}

=====

{"formula": "C24H14Cl3NO3RhS", "method": "the ωB97M-V functional and the def2-TZVPD basis", "species": ["Rh", "Cl", "C", "C", "C", "Cl", "C", "O", "C", "Cl", "C", "H", "H", "O", "C", "O", "C", "C", "C", "C", "C", "C", "S", "H", "H", "H", "H", "C", "C", "C", "C", "N", "C", "C", "C", "C", "C", "C", "C", "H", "H", "H", "H", "H", "H", "H", "H"], "coordinates": [[0.141575, -0.827446, 0.488004], [-6.580458, 1.175924, 2.295995], [-5.178106, 0.576808, 1.474509], [-4.148079, 0.002343, 2.202990], [-3.043139, -0.467290, 1.529342], [-1.741482, -1.181222, 2.409338], [-2.866538, -0.356510, 0.122110], [-1.814925, -0.724294, -0.491352], [-3.966221, 0.243518, -0.553955], [-3.822004, 0.418438, -2.266479], [-5.098708, 0.687870, 0.092732], [-4.200726, -0.070222, 3.277007], [-5.899300, 1.127051, -0.482369], [0.283304, -4.085658, -2.030185], [0.572225, -2.930282, -1.738262], [0.773517, -2.537633, -0.542754], [0.753656, -1.926718, -2.861404], [0.274780, -2.305096, -4.109132], [0.440367, -1.505506, -5.222985], [1.137116, -0.307907, -5.108079], [1.614613, 0.087429, -3.879187], [1.402107, -0.688012, -2.730408], [1.980070, -0.026748, -1.241677], [-0.230753, -3.258311, -4.170265], [0.036375, -1.814832, -6.176519], [1.302982, 0.315459, -5.978035], [2.147326, 1.019458, -3.767258], [3.849166, -1.839107, 2.105007], [4.446862, -0.572240, 2.195310], [3.628171, 0.541399, 2.170089], [2.260516, 0.395249, 2.019507], [1.685706, -0.849427, 1.918989], [2.487698, -1.929160, 1.986810], [1.300811, 1.471738, 1.896041], [1.407534, 2.699301, 2.552969], [0.430231, 3.659850, 2.383246], [-0.683027, 3.391451, 1.600039], [-0.827285, 2.150264, 0.987308], [0.160746, 1.190750, 1.111243], [4.449067, -2.734224, 2.128709], [5.516488, -0.468215, 2.282648], [4.035246, 1.539494, 2.212456], [1.985136, -2.887958, 1.963000], [2.241751, 2.872938, 3.218973], [0.526242, 4.622205, 2.868030], [-1.445668, 4.145423, 1.449299], [-1.724969, 1.959656, 0.408604]], "forces_ev_per_a": [[0.66, 3.48, -0.70], [-0.31, 0.12, 0.20], [0.25, -0.12, -0.16], [-0.15, 0.03, -0.11], [-0.24, 0.31, -0.66], [0.60, -0.34, 0.07], [-0.08, 0.25, 0.49], [1.33, -0.18, -0.54], [0.19, -0.22, 0.13], [-0.06, 0.05, -0.14], [0.13, -0.06, 0.14], [-0.06, -0.02, 0.12], [-0.07, 0.06, 0.03], [0.04, -0.20, -0.35], [-0.24, -0.18, 0.16], [-0.14, -0.84, 0.85], [0.04, 0.11, -0.02], [-0.04, 0.03, -0.08], [0.01, 0.04, -0.09], [0.01, -0.18, -0.17], [-0.03, -0.01, 0.26], [-0.42, -0.46, -0.47], [-1.22, -0.13, 2.20], [0.00, -0.03, -0.01], [-0.02, -0.02, -0.09], [-0.01, 0.03, -0.01], [-0.01, 0.17, -0.02], [0.78, 0.56, 0.38], [-0.79, -0.51, -0.07], [0.27, 0.07, 0.21], [-0.59, -1.36, 0.12], [1.41, 0.37, -1.25], [-0.72, 0.19, 0.06], [-1.05, 0.86, -0.31], [0.32, -0.40, -0.23], [-0.11, 0.29, 0.10], [0.08, -0.15, -0.23], [-0.06, 0.31, -0.19], [-0.16, -2.03, 0.58], [0.02, -0.11, 0.00], [0.13, 0.00, -0.04], [0.07, 0.08, 0.00], [0.00, 0.04, -0.38], [0.14, 0.14, 0.02], [0.01, 0.02, 0.08], [-0.02, 0.03, 0.11], [0.10, -0.08, -0.01]], "mulliken_charge": [-0.0699, -0.2661, 0.5573, -0.9466, 0.9427, -0.1414, -0.5588, -0.7255, 0.6470, -0.2157, -0.8290, 0.4070, 0.4220, -0.7506, 0.3786, -0.5084, 0.1367, -0.6278, -0.5608, -0.4386, -0.8357, 0.9552, -0.2616, 0.4418, 0.3707, 0.3432, 0.4075, -0.7097, -0.3784, -0.7472, 0.8472, -0.1284, -0.0996, 0.8744, -0.7806, -0.6152, -0.7446, 0.0363, -0.0304, 0.4035, 0.4209, 0.4071, 0.3719, 0.4188, 0.3538, 0.4209, 0.4058], "orbital_gap_ev": [6.34, 6.32], "e_homo_ev": [-4.679, -4.676], "total_charge": -1, "max_force_ev_per_a": 3.6, "lumo_ev": [1.66, 1.64]}